No. 1
Formula: C25H37CrF3O18S
Source: OMol25
Level of theory: wB97M-V/def2-TZVPD

Atoms and positions in Å:
Cr  3.095  1.004  0.933
C  5.349  -1.276  -1.403
C  4.177  -0.695  -0.646
O  3.830  0.477  -0.939
O  3.820  -1.071  0.469
H  6.084  -1.577  -0.657
H  5.753  -0.502  -2.055
H  4.843  -2.076  -1.945
C  1.615  4.899  0.983
C  2.267  3.507  0.971
O  2.763  2.984  0.008
O  2.405  2.950  2.133
H  1.353  5.253  -0.014
H  2.250  5.651  1.451
H  0.737  4.915  1.628
C  0.266  -0.501  -2.115
F  -0.866  -1.046  -2.484
F  1.297  -1.257  -2.440
F  0.404  0.683  -2.695
S  0.163  -0.293  -0.182
O  0.190  -1.668  0.361
O  1.329  0.566  0.220
O  -1.071  0.428  0.113
O  2.692  0.325  2.721
H  2.929  -0.553  3.078
O  -6.437  -3.658  -1.287
C  -5.325  -3.347  -0.971
O  -4.331  -3.366  -1.804
C  -3.184  -2.611  -1.320
C  -3.389  -2.876  0.107
C  -4.795  -2.901  0.457
H  -3.353  -1.576  -1.620
H  -2.182  -2.960  -1.570
H  -2.694  -2.382  0.786
H  -3.051  -3.912  0.121
H  -5.104  -1.937  0.862
H  -5.042  -3.504  1.331
O  4.175  -0.758  -8.604
C  4.205  -0.970  -7.333
O  5.365  -0.804  -6.536
C  4.947  -0.734  -5.206
C  3.543  -1.410  -5.023
C  3.157  -1.586  -6.413
H  4.873  0.333  -4.999
H  5.685  -1.162  -4.527
H  2.897  -0.784  -4.407
H  3.710  -2.389  -4.573
H  2.164  -1.153  -6.536
H  3.217  -2.646  -6.657
O  -4.442  0.525  -2.368
C  -3.969  1.579  -2.081
O  -4.494  2.126  -1.040
C  -3.840  3.392  -0.656
C  -2.884  3.693  -1.845
C  -2.688  2.350  -2.584
H  -3.277  3.303  0.272
H  -4.493  4.263  -0.706
H  -1.948  4.076  -1.437
H  -3.345  4.428  -2.504
H  -1.745  1.858  -2.344
H  -2.739  2.426  -3.671
O  -0.118  1.352  3.878
C  -1.284  1.811  3.790
O  -2.292  1.467  4.640
C  -3.385  2.377  4.560
C  -3.024  3.321  3.431
C  -1.755  2.785  2.724
H  -3.448  2.958  5.480
H  -4.325  1.843  4.419
H  -2.966  4.316  3.873
H  -3.959  3.353  2.871
H  -1.041  3.575  2.495
H  -1.853  2.167  1.831
O  1.788  -5.141  3.056
C  1.396  -4.226  3.804
O  0.754  -4.560  4.922
C  0.474  -3.433  5.699
C  0.911  -2.175  4.914
C  1.526  -2.731  3.611
H  1.149  -3.595  6.539
H  -0.561  -3.449  6.042
H  1.588  -1.695  5.621
H  0.086  -1.496  4.698
H  2.582  -2.483  3.502
H  0.893  -2.394  2.790

Its expectation value of S² is 3.801. The LUMO energy (alpha / beta) is 1.43 / 2.09 eV. The calculation puts the gap between HOMO and LUMO (alpha / beta) at 0.2920 / 0.3397 Ha. As for the net charge: -1. The spin multiplicity is 4. The calculation puts the highest occupied orbital energy (alpha / beta) at -6.515 / -7.151 eV.

No. 2
Formula: C15H12MgN3S
Source: OMol25
Level of theory: wB97M-V/def2-TZVPD

Atoms and positions in Å:
Mg  6.341  4.333  11.513
C  4.720  5.479  12.618
C  4.133  4.615  11.651
C  4.430  3.283  11.974
C  5.210  3.301  13.207
C  5.338  4.642  13.584
H  4.456  6.505  12.703
H  3.525  4.951  10.810
H  4.042  2.478  11.396
H  5.419  2.447  13.812
H  5.762  5.061  14.550
N  9.136  3.849  8.353
C  8.029  3.838  7.458
C  8.009  3.682  6.083
C  6.762  3.874  5.539
C  5.598  4.129  6.271
C  5.646  4.373  7.617
C  6.890  4.167  8.220
N  7.289  4.269  9.568
C  8.636  4.074  9.595
C  9.287  4.094  10.895
C  10.599  3.934  11.245
S  10.749  4.062  12.938
C  9.059  4.237  13.066
N  8.439  4.258  11.967
H  10.088  3.856  7.960
H  8.897  3.463  5.475
H  6.633  3.691  4.460
H  4.634  4.333  5.804
H  4.768  4.615  8.260
H  11.402  3.851  10.554
H  8.595  4.342  14.032

The LUMO energy is -3.55 eV. The calculation puts the gap between HOMO and LUMO at 0.2999 Ha. As for the net charge: +1. The spin multiplicity is 1. The calculation puts the highest occupied orbital energy at -11.705 eV.

No. 3
Formula: C12H15IS
Source: OMol25
Level of theory: wB97M-V/def2-TZVPD

Atoms and positions in Å:
C  -3.635  -2.249  0.543
C  -3.474  -3.453  0.175
C  0.674  -1.728  -0.277
C  2.036  -1.085  -0.163
C  -0.409  -0.637  -0.529
C  -3.502  -0.998  0.961
C  0.245  0.489  0.129
C  1.670  0.263  0.493
C  -0.257  1.698  0.164
C  -0.692  -0.317  -1.999
C  2.650  1.337  0.029
C  -0.752  2.866  0.524
S  1.751  0.028  2.291
I  -4.183  0.709  -0.128
H  0.492  -2.460  -0.967
H  0.350  -2.240  0.598
H  2.755  -1.783  0.326
H  2.422  -1.025  -1.231
H  -1.271  -1.038  -0.096
H  -1.328  -1.177  -2.326
H  0.310  -0.109  -2.359
H  -1.204  0.546  -1.970
H  2.589  2.136  0.683
H  2.471  1.509  -0.954
H  3.750  1.109  0.152
H  -1.244  3.113  1.438
H  -3.097  -0.663  2.026
H  -0.826  3.819  -0.141
H  1.709  1.338  2.606

The LUMO energy is -2.06 eV. The calculation puts the gap between HOMO and LUMO at 0.2444 Ha. The value obtained for the energy relative to the best compared isomer or geometry (same formula, charge and spin) is 77.0 kcal per mole. The spin multiplicity is 1. The calculation puts the highest occupied orbital energy at -8.713 eV.

No. 4
Formula: C5H5N
Source: OMol25
Level of theory: wB97M-V/def2-TZVPD

Atoms and positions in Å:
C  -0.529  -0.498  0.529
C  -1.184  0.685  1.010
C  -0.380  -1.797  0.669
C  0.100  0.901  0.297
C  0.339  1.462  -1.139
N  -0.398  -2.963  0.800
H  0.976  1.179  1.014
H  1.306  1.383  -1.533
H  0.063  2.575  -1.090
H  -0.328  0.760  -1.854
H  0.034  -3.687  1.297

The LUMO energy is -0.30 eV. The calculation puts the gap between HOMO and LUMO at 0.2969 Ha. The value obtained for the energy relative to the best compared isomer or geometry (same formula, charge and spin) is 137.8 kcal per mole. The spin multiplicity is 1. The calculation puts the highest occupied orbital energy at -8.378 eV.

No. 5
Formula: C7H10N3
Source: OMol25
Level of theory: wB97M-V/def2-TZVPD

Atoms and positions in Å:
C  1.282  -0.651  -0.248
C  -0.178  -0.147  0.156
C  -1.162  -1.418  0.399
C  0.022  0.788  1.335
N  0.720  1.820  1.290
C  1.494  2.390  0.331
N  1.269  2.305  -0.921
C  0.419  1.733  -1.748
C  -1.001  1.763  -1.287
N  -0.895  0.700  -0.668
H  1.330  -0.794  -1.373
H  1.566  -1.621  0.333
H  2.099  0.120  -0.181
H  -2.108  -1.039  0.583
H  -0.928  -2.064  1.296
H  -0.871  -2.023  -0.528
H  -0.618  0.613  2.140
H  2.412  2.980  0.528
H  0.885  1.187  -2.565
H  -1.796  2.423  -1.519

The LUMO energy (alpha / beta) is -5.30 / -5.30 eV. The calculation puts the gap between HOMO and LUMO (alpha / beta) at 0.3136 / 0.3136 Ha. As for the net charge: +1. The value obtained for the energy relative to the best compared isomer or geometry (same formula, charge and spin) is 132.6 kcal per mole. The spin multiplicity is 1. The calculation puts the highest occupied orbital energy (alpha / beta) at -13.838 / -13.837 eV.

Number 1: electronic energy -110790.89803 eV. Number 2: electronic energy -36496.49461 eV. Number 3: electronic energy -31614.89522 eV. Number 4: electronic energy -6749.93029 eV. Number 5: electronic energy -11879.26391 eV.